[1]
A cluster of 7 separate species, C23H48B3Br12NO7S in total in a non-equilibrium geometry. Source: the OMol25 dataset; level of theory: the ωB97M-V functional and the def2-TZVPD basis.

```
95
Properties=species:S:1:pos:R:3:forces:R:3
C 2.78641 3.27664 3.61797 -0.080 0.171 -0.077
C 3.69975 3.13719 2.39981 0.066 -0.313 -0.143
C 4.55144 1.85951 2.41401 0.059 0.071 -0.128
O 3.92119 0.73408 3.00813 0.043 0.053 -0.063
C 2.77014 0.27725 2.30509 -0.189 -0.043 0.118
B 2.93560 -1.21960 1.83953 0.465 -0.550 0.308
O 2.11937 -2.23997 2.30407 -0.610 0.685 -0.475
B 1.39598 -2.79795 1.23658 0.578 -0.642 0.260
C -0.15767 -2.85594 1.23760 -0.046 0.106 -0.079
C -0.70260 -1.50899 1.75472 0.004 -0.081 0.147
C -2.22582 -1.40743 1.68148 -0.023 -0.094 0.133
C -2.75525 0.03110 1.73135 -0.301 -0.368 0.344
N -2.00448 0.93789 0.87121 -0.671 0.224 0.078
C -2.19576 0.83173 -0.48436 0.110 -0.149 0.046
C -1.43097 1.82709 -1.31725 -0.236 -0.008 -0.357
O -2.88931 -0.04435 -0.96962 0.153 -0.006 -0.122
O 2.16060 -3.14758 0.11752 -0.470 0.863 -0.268
B 3.15730 -2.25042 -0.20804 0.452 -0.790 0.278
C 3.46163 -1.87524 -1.71652 0.214 -0.576 0.262
S 3.08072 -0.18371 -1.93409 -0.292 0.198 -0.316
O 1.67616 -0.01825 -1.61561 0.390 0.063 0.048
O 3.61858 0.32475 -3.16833 -0.184 -0.108 0.212
O 3.81920 -1.56975 0.80566 -0.644 0.721 -0.335
H 1.82816 2.77548 3.45478 0.129 -0.050 0.074
H 2.56073 4.32935 3.81329 0.043 -0.107 -0.003
H 3.24090 2.84602 4.51262 -0.006 0.069 -0.050
H 3.12207 3.16493 1.46797 -0.081 0.100 0.177
H 4.39998 3.97048 2.33703 -0.044 0.051 0.016
H 4.85038 1.60468 1.38596 0.044 0.049 0.060
H 5.47123 2.02320 2.98063 -0.142 -0.088 0.099
H 1.87355 0.37446 2.93261 0.187 0.043 0.042
H 2.57165 0.89167 1.41197 0.050 -0.062 0.047
H -0.48403 -2.98368 0.19912 -0.053 -0.184 0.141
H -0.54923 -3.69538 1.82460 -0.013 0.080 -0.027
H -0.25289 -0.70239 1.16375 -0.050 -0.051 0.013
H -0.37046 -1.35450 2.78908 -0.015 0.029 -0.122
H -2.60173 -1.91400 0.78887 0.092 0.164 -0.027
H -2.65408 -1.93825 2.54008 -0.034 0.016 -0.153
H -2.68472 0.40029 2.75992 0.148 0.082 -0.151
H -3.82664 0.01931 1.48147 0.345 0.084 -0.059
H -2.01432 1.89575 1.19250 0.469 -0.002 0.015
H -1.12478 1.32081 -2.23424 0.058 0.074 0.097
H -0.55234 2.21509 -0.80615 -0.068 0.038 -0.004
H -2.10555 2.64185 -1.59998 0.094 0.026 0.077
H 4.50368 -2.04403 -2.00171 -0.073 0.071 0.024
H 2.80400 -2.45122 -2.36664 0.015 0.125 -0.134
H 3.79516 0.35608 -0.92024 0.037 0.121 0.032
Br 4.74142 -4.88984 -7.51051 -0.023 -0.024 0.032
C 3.12589 -4.24722 -6.64420 0.079 0.000 -0.086
C 3.42563 -3.48592 -5.38117 -0.023 -0.003 0.130
Br 3.94253 -4.66966 -3.92383 0.036 -0.058 -0.073
H 2.50475 -5.11731 -6.45899 -0.032 0.009 0.008
H 2.63981 -3.59559 -7.36621 0.001 0.021 0.008
H 2.53548 -2.96237 -5.03854 -0.016 -0.010 -0.010
H 4.23643 -2.77607 -5.50751 -0.002 0.018 -0.026
Br 7.00797 -4.41183 2.93974 -0.019 0.020 -0.040
C 5.08087 -4.24675 2.75396 0.085 0.005 0.072
C 4.48995 -5.38104 1.95935 -0.101 0.106 -0.061
Br 4.86007 -5.20204 0.06061 0.125 -0.041 -0.076
H 4.89316 -3.28369 2.28920 0.006 -0.047 0.016
H 4.68280 -4.24903 3.76582 -0.020 -0.018 0.003
H 3.40579 -5.37456 2.05046 -0.013 0.015 -0.004
H 4.87798 -6.34798 2.26160 0.006 -0.005 0.019
Br -6.05649 -1.61768 1.47872 -0.040 -0.096 0.005
C -6.62795 -3.02249 2.69262 -0.053 0.088 -0.097
C -6.51858 -2.60896 4.13564 0.053 -0.037 0.068
Br -4.68077 -2.59781 4.77029 -0.008 0.038 -0.028
H -6.02586 -3.89588 2.46444 0.002 -0.023 0.033
H -7.66830 -3.22105 2.44537 -0.009 -0.003 0.008
H -7.04295 -3.31822 4.77149 -0.003 -0.015 -0.009
H -6.90794 -1.61009 4.30234 -0.029 0.003 -0.001
Br 6.40186 5.19721 0.38286 -0.036 0.010 0.001
C 5.67303 6.99932 0.42802 0.087 -0.063 -0.046
C 5.83718 7.64066 1.78019 -0.103 0.024 0.058
Br 4.57524 6.93440 3.08003 0.056 -0.019 -0.001
H 4.63159 6.92442 0.13309 -0.015 0.014 0.001
H 6.22634 7.55636 -0.32418 0.013 0.023 0.016
H 5.62956 8.70630 1.72073 -0.005 0.004 -0.031
H 6.82933 7.48348 2.18993 0.019 0.007 -0.006
Br -5.65720 2.43884 -2.32182 -0.054 0.060 0.021
C -4.68384 1.21124 -3.46520 0.002 -0.089 0.077
C -3.82878 1.93057 -4.47123 -0.038 -0.034 -0.093
Br -4.88040 2.70062 -5.91724 0.005 0.027 0.038
H -5.42423 0.57593 -3.94186 0.011 -0.002 -0.020
H -4.07222 0.62001 -2.78878 0.104 -0.041 0.005
H -3.13949 1.23578 -4.94514 -0.006 -0.021 0.008
H -3.27387 2.74853 -4.02566 0.039 0.024 0.019
Br -9.37790 1.26482 -0.37084 -0.044 0.085 -0.104
C -10.31481 1.53963 -2.05909 0.061 -0.100 0.074
C -9.42238 2.12643 -3.12154 0.107 0.053 0.020
Br -9.09402 4.01916 -2.84930 -0.030 0.008 0.047
H -11.17003 2.17167 -1.84470 -0.020 -0.008 -0.002
H -10.64957 0.54958 -2.35977 -0.023 0.015 -0.030
H -9.88277 2.04660 -4.10355 -0.063 -0.032 0.036
H -8.44728 1.64742 -3.13383 0.011 0.010 -0.031
```
Forces are in eV/Å.

For the HOMO energy, the calculation gives -9.68 eV. The value obtained for the molecular weight is 1473.99 g mol⁻¹. Its total charge is 0. The total energy is -893834.25143 eV. The SMILES is CCCOCB1OB(CCCCNC(C)=O)OB(C[SH](=O)=O)O1.BrCCBr.BrCCBr.BrCCBr.BrCCBr.BrCCBr.BrCCBr.

Here are the Mulliken charges for atoms 1 to 4, given in e:
1 C -1.070
2 C 0.284
3 C -0.423
4 O -0.433

***

[2]
A structure of composition C40H64As3FN5O3W. Source: the OMol25 dataset; level of theory: the ωB97M-V functional and the def2-TZVPD basis.

```
117
Properties=species:S:1:pos:R:3:forces:R:3
W 0.04856 1.75713 -0.23783 -0.175 -0.059 -0.126
C 4.37472 -3.27932 3.47826 -0.044 0.056 -0.026
C 2.90258 -3.12792 3.82988 0.135 -0.052 0.036
N 2.12605 -2.49125 2.74350 -0.047 -0.095 0.050
C 1.82890 -1.19084 2.85271 0.043 0.045 0.018
C 1.14589 -0.50561 1.89098 -0.048 -0.048 0.030
C 0.78935 0.93889 1.89846 -0.192 -0.284 0.368
O 1.61812 1.83610 1.76729 0.105 0.029 -0.127
O -0.48166 1.18978 1.71029 0.166 0.050 -0.263
C 0.78158 -1.13315 0.67752 -0.125 0.126 0.062
O 0.24680 -0.47228 -0.27986 0.258 0.453 -0.025
C 1.06354 -2.53394 0.57325 0.124 -0.147 0.072
C 0.70283 -3.26121 -0.56843 -0.034 -0.002 -0.017
C 0.98942 -4.58693 -0.66666 -0.044 0.100 -0.115
F 0.66034 -5.21209 -1.80765 0.019 -0.077 0.047
C 1.64818 -5.29804 0.36340 0.087 -0.012 0.107
C 2.00642 -4.57186 1.49119 0.001 -0.116 0.009
C 1.74016 -3.20328 1.61443 -0.058 0.195 -0.090
N 1.93607 -6.66487 0.29147 -0.038 -0.022 -0.074
C 3.23124 -7.17065 0.73029 -0.017 -0.020 -0.010
C 3.01547 -8.41377 1.59830 0.054 0.080 -0.001
N 1.78150 -9.13250 1.10576 0.008 -0.013 -0.021
C 1.63509 -8.99636 -0.38113 -0.015 0.058 -0.060
C 1.32931 -7.53256 -0.72512 0.028 0.010 0.046
H 4.90712 -3.73731 4.31075 -0.020 -0.011 0.003
H 4.82438 -2.30361 3.29202 0.007 -0.019 -0.008
H 4.52342 -3.89564 2.59161 0.011 0.003 -0.005
H 2.79097 -2.49639 4.70812 -0.045 0.016 -0.008
H 2.43401 -4.07926 4.07667 -0.025 0.013 -0.008
H 2.16599 -0.70090 3.75720 -0.012 -0.015 0.005
H 0.21040 -2.76298 -1.39243 0.009 -0.009 0.001
H 2.48544 -5.09409 2.30456 0.002 0.007 0.000
H 3.77360 -6.42300 1.30065 0.001 -0.008 0.009
H 3.85486 -7.41421 -0.13607 -0.002 0.011 -0.010
H 2.84521 -8.16397 2.64313 -0.019 -0.023 0.009
H 3.85431 -9.10322 1.52915 -0.011 -0.023 0.001
H 0.95799 -8.73061 1.55618 -0.011 -0.004 0.010
H 1.81786 -10.11719 1.37389 -0.009 -0.008 0.011
H 0.83710 -9.65252 -0.71958 -0.002 -0.016 0.020
H 2.57060 -9.33980 -0.81753 0.011 -0.016 0.022
H 0.25363 -7.36975 -0.73430 -0.018 0.002 0.004
H 1.70604 -7.34566 -1.73277 0.008 0.006 -0.005
C -3.95813 2.39635 -1.41919 0.066 0.035 -0.059
As -2.66350 1.79811 -0.09939 0.028 0.031 0.174
C -3.29906 0.01234 0.30356 0.081 -0.011 0.017
C -3.13726 2.71964 1.55409 0.048 0.038 -0.103
C -3.18965 4.26132 1.58038 -0.064 0.003 -0.045
C -2.77049 4.73045 2.97725 -0.073 0.019 -0.054
C -2.26524 4.91320 0.53520 0.039 -0.056 0.011
As -0.41286 4.33208 0.32817 0.058 -0.161 -0.052
C 0.56885 4.88047 1.90410 -0.023 -0.058 -0.017
C 0.15667 5.63722 -0.98423 -0.016 -0.016 -0.035
C -4.60387 4.78195 1.25047 -0.025 -0.060 0.059
As -6.29120 4.31921 2.24714 -0.027 0.013 -0.060
C -6.87479 2.82820 1.09422 0.065 0.058 0.038
C -5.77657 3.21427 3.79127 -0.012 -0.026 -0.006
H -4.89066 2.61645 -0.90434 0.005 -0.009 0.027
H -4.14345 1.60101 -2.13771 -0.001 0.000 -0.042
H -3.61362 3.28571 -1.94284 -0.046 0.004 -0.016
H -4.35807 0.04362 0.55461 -0.015 0.045 -0.002
H -2.73037 -0.36008 1.15380 -0.016 -0.029 -0.003
H -3.14936 -0.64206 -0.55284 0.007 -0.005 0.001
H -2.40699 2.34539 2.27144 0.009 -0.001 0.023
H -4.10640 2.31947 1.84149 -0.023 -0.042 -0.023
H -1.74247 4.44443 3.20033 0.017 -0.002 0.017
H -3.40577 4.28865 3.74039 -0.022 -0.004 0.031
H -2.85356 5.81620 3.05500 0.010 -0.007 0.018
H -2.21252 5.98786 0.72249 0.008 0.019 0.000
H -2.68931 4.80161 -0.46787 0.006 0.004 -0.012
H 0.21201 5.84997 2.24497 -0.036 0.019 -0.018
H 1.62243 4.95297 1.64076 0.010 -0.010 0.008
H 0.45092 4.13526 2.68505 0.024 0.026 0.044
H -0.10581 6.63237 -0.62861 -0.022 -0.011 0.041
H -0.34902 5.45689 -1.93158 0.024 0.008 -0.014
H 1.23344 5.58651 -1.12289 0.003 0.001 -0.015
H -4.85546 4.52414 0.21797 -0.003 0.039 -0.023
H -4.57291 5.87395 1.27809 0.022 -0.008 0.032
H -7.08048 3.20537 0.09180 0.001 0.009 0.011
H -7.80458 2.42234 1.49060 0.006 0.018 0.024
H -6.14467 2.01950 1.03960 0.020 -0.060 -0.001
H -5.40879 3.83236 4.60797 0.009 0.018 -0.023
H -5.06570 2.41535 3.58145 -0.035 0.031 0.060
H -6.71161 2.76191 4.12520 0.021 -0.009 0.007
C 1.90744 2.79871 -0.83513 -0.029 -0.016 -0.248
C 3.14188 2.01610 -1.22489 -0.078 -0.133 0.152
C 3.89647 2.44287 -2.31821 0.048 0.002 0.000
C 5.02743 1.75076 -2.72554 -0.009 0.024 -0.005
C 5.42668 0.60861 -2.04581 -0.007 -0.015 0.021
C 4.69360 0.17986 -0.94881 -0.008 0.013 0.000
C 3.56499 0.87845 -0.53998 0.029 0.017 -0.051
H 1.70777 3.49986 -1.64695 -0.083 0.014 -0.012
H 2.15975 3.42045 0.02650 0.010 0.012 0.049
H 3.59478 3.33544 -2.85687 0.016 -0.009 -0.002
H 5.60035 2.10828 -3.57108 -0.002 -0.004 0.007
H 6.31035 0.06893 -2.35858 -0.007 0.005 -0.006
H 5.01146 -0.69763 -0.39839 0.005 0.008 -0.002
H 3.02920 0.54828 0.33973 0.008 -0.001 -0.001
C 1.01503 0.71057 -3.11094 -0.046 0.029 -0.060
C 0.82715 0.55235 -4.63866 -0.005 -0.017 0.016
N -0.53794 0.87460 -5.02222 -0.018 0.024 -0.022
C -0.80141 2.27685 -4.73366 0.013 -0.024 0.023
C -0.54530 2.58649 -3.23278 -0.001 -0.011 -0.030
N -0.20719 1.32987 -2.49409 -0.102 0.037 0.234
C -1.32881 0.36345 -2.74259 0.090 -0.062 -0.041
C -1.44325 0.03968 -4.25460 -0.020 0.025 0.014
H 1.86494 1.34119 -2.90324 0.020 0.018 0.026
H 1.16924 -0.24113 -2.60426 0.027 -0.006 0.005
H 1.05157 -0.46836 -4.94865 0.001 0.004 -0.006
H 1.50476 1.21463 -5.17775 0.005 0.000 0.009
H -1.83082 2.50520 -5.00983 -0.013 -0.009 0.014
H -0.15044 2.88842 -5.35691 -0.016 0.015 -0.013
H -1.42648 3.01434 -2.74944 0.013 0.030 -0.030
H 0.28130 3.28112 -3.10693 0.041 0.008 0.000
H -2.24261 0.83089 -2.40024 -0.056 0.011 -0.001
H -1.13724 -0.52154 -2.13964 -0.024 0.008 0.000
H -2.46359 0.21282 -4.59797 -0.007 -0.016 0.002
H -1.20455 -1.00577 -4.45055 0.014 0.002 0.001
```
Forces are in eV/Å.

For the HOMO energy (spin up / spin down), the calculation gives -13.71 / -13.71 eV. The value obtained for the molecular weight is 1090.59 g mol⁻¹. The relative energy (zero: lowest compared OMol25 entry of this formula, charge and spin) comes out at 35.18 kcal per mole. Its total charge is +3. The total energy is -243147.21675 eV. The spin multiplicity is 3.

Here are the Mulliken charges for atoms 1 to 4, given in e:
1 W 1.875
2 C -0.967
3 C -1.041
4 N 0.256